Here is a single C7H6N2O3 molecule in a non-equilibrium geometry from the Open Molecules 2025 dataset. Energies are from ωB97M-V with the def2-TZVPD basis set.

Geometry as XYZ:
```
18
Properties=species:S:1:pos:R:3
C -2.034 0.258 -0.084
C -1.237 1.281 0.507
C -1.345 -0.734 -0.776
C 0.082 1.204 0.376
C 0.042 -0.776 -0.847
C 0.812 0.193 -0.223
C 3.290 0.013 0.027
N 2.150 0.408 -0.353
N 5.753 0.035 0.198
O 5.602 -0.892 0.896
O 4.402 0.643 -0.317
O 6.599 0.708 -0.197
H -3.042 0.114 -0.013
H -1.793 2.022 1.071
H -1.874 -1.594 -1.251
H 0.665 1.952 0.845
H 0.475 -1.574 -1.488
H 3.440 -0.778 0.704
```

spin multiplicity: 1
relative energy (zero: lowest compared OMol25 entry of this formula, charge and spin): 133.73 kcal/mol
electronic energy: -16473.2651 eV
gap between HOMO and LUMO: 7.72 eV